[1]
This record from OMol25 describes C35H40BFeN12OP as an isolated structure. The level of theory is ωB97M-V/def2-TZVPD.

Geometry (Å):
1 Fe 0.09 -0.86 0.93
2 P 0.13 -0.66 -1.46
3 O -2.33 0.03 2.21
4 N -1.24 5.61 1.39
5 N 0.34 -0.67 3.99
6 N -0.33 -5.60 0.21
7 N -0.22 -2.85 0.52
8 N 1.43 1.26 2.63
9 N -1.88 -0.36 0.96
10 N -1.91 2.88 0.77
11 N 3.32 -3.30 1.03
12 N 0.82 1.01 1.45
13 N -0.06 -1.39 2.91
14 N 4.01 -2.17 1.25
15 N 1.99 -1.49 0.96
16 C 0.88 -3.61 0.59
17 C -0.73 -2.43 4.80
18 C -1.06 4.53 2.42
19 C 0.03 -3.23 -2.62
20 C -2.69 -0.37 -1.37
21 C 2.92 2.01 -2.85
22 C -2.75 -0.08 0.07
23 C 0.85 -2.18 -2.22
24 C 2.29 2.28 2.49
25 C 2.23 -2.36 -2.29
26 C -1.07 5.09 -0.01
27 C 0.57 -4.43 -3.08
28 C -1.37 -3.47 0.28
29 C 0.19 1.60 -3.17
30 C -4.10 -0.60 -3.34
31 C 2.18 2.87 -3.65
32 C -1.56 -0.65 -2.14
33 C 0.82 -4.98 0.44
34 C 2.23 2.74 1.19
35 C -2.04 3.92 -0.22
36 C 0.82 2.66 -3.80
37 C -2.03 3.40 2.12
38 C -1.42 -4.85 0.13
39 C -0.05 -1.27 5.11
40 C 2.77 -3.55 -2.75
41 C -0.71 -2.47 3.41
42 C 3.22 -1.09 1.21
43 C 2.29 0.96 -2.20
44 C -1.73 -0.90 -3.51
45 C 1.94 -4.59 -3.14
46 C 1.29 1.92 0.59
47 C -2.97 -0.87 -4.11
48 C -3.95 -0.34 -1.99
49 C 0.92 0.71 -2.38
50 C 2.10 -2.85 0.86
51 B 1.15 0.66 4.04
52 H 0.18 -0.83 6.07
53 H 2.36 -5.52 -3.49
54 H -1.24 5.91 -0.70
55 H 2.91 -1.58 -2.00
56 H 2.67 3.69 -4.16
57 H -0.87 1.46 -3.32
58 H -3.06 4.31 -0.21
59 H -0.59 6.38 1.56
60 H -2.36 -5.35 -0.05
61 H -4.83 -0.11 -1.40
62 H -0.85 -1.11 -4.12
63 H -5.08 -0.57 -3.79
64 H -2.26 -2.86 0.21
65 H -3.07 -1.07 -5.17
66 H -1.05 -3.13 -2.59
67 H 0.24 3.33 -4.43
68 H -3.68 0.35 0.43
69 H -0.09 -5.23 -3.38
70 H -1.05 2.37 0.66
71 H 3.85 -3.67 -2.80
72 H 3.55 -0.08 1.38
73 H -1.85 2.59 2.83
74 H -3.06 3.74 2.29
75 H 0.49 1.46 4.66
76 H 2.87 0.35 -1.52
77 H -2.19 6.00 1.49
78 H -1.14 -3.21 2.76
79 H -0.02 4.20 2.34
80 H 2.87 2.61 3.34
81 H 1.72 -5.58 0.50
82 H 5.00 -2.21 1.43
83 H -1.22 4.98 3.40
84 H -1.86 3.51 -1.22
85 H -1.72 -0.41 2.82
86 H 2.81 3.54 0.74
87 H 2.22 0.46 4.55
88 H -0.03 4.76 -0.08
89 H 3.98 2.17 -2.71
90 H 0.95 1.93 -0.44
91 H -1.16 -3.15 5.47

Summary:
Highest occupied orbital energy, eV: -13.27
Charge: +2
E, Eh: -3719.54361
Energy above the lowest of the compared OMol25 structures with the same formula, charge and spin, eV: 0.133
Multiplicity: 1
LUMO energy, hartree: -0.18304

Löwdin atomic charge list, values in e, 6 entries: atom 1 (Fe): 0.305, atom 2 (P): 1.141, atom 3 (O): -0.014, atom 4 (N): 0.062, atom 5 (N): -0.057, atom 6 (N): 0.133

[2]
This record from OMol25 describes a 5-piece molecular cluster, C10H20Br10 overall. The level of theory is ωB97M-V/def2-TZVPD.

Geometry (Å):
1 Br -2.12 5.46 21.46
2 Br -0.02 6.40 9.17
3 Br -0.13 7.32 13.62
4 Br -4.69 9.12 20.68
5 Br 2.49 10.70 16.98
6 Br -0.85 10.83 13.88
7 Br -3.94 6.72 9.24
8 Br -4.18 7.64 16.63
9 Br -2.61 10.73 7.50
10 Br -3.46 8.96 12.34
11 C 1.02 10.09 15.84
12 C -3.68 8.22 8.09
13 C -3.34 8.36 15.06
14 C -2.93 9.32 8.80
15 C 0.20 11.28 15.43
16 C -3.64 6.68 21.60
17 C -0.11 7.56 11.73
18 C -3.81 7.46 20.34
19 C -4.32 8.26 13.91
20 C 0.33 6.29 11.05
21 H 0.47 9.35 16.39
22 H -0.24 5.43 11.40
23 H 1.37 6.03 11.19
24 H -4.58 7.24 13.70
25 H -3.50 9.82 9.55
26 H -4.66 8.50 7.72
27 H 1.51 9.64 14.99
28 H -3.18 7.88 7.18
29 H -1.95 9.01 9.11
30 H -1.13 7.82 11.48
31 H -5.20 8.86 14.09
32 H -3.39 7.34 22.42
33 H -0.51 11.58 16.19
34 H -3.11 9.39 15.29
35 H -4.28 6.92 19.53
36 H 0.83 12.11 15.16
37 H 0.50 8.42 11.47
38 H -2.44 7.78 14.88
39 H -4.51 6.10 21.89
40 H -2.82 7.73 19.97

Summary:
Highest occupied orbital energy, eV: -10.06
Charge: 0
E, Eh: -26133.17412
Energy above the lowest of the compared OMol25 structures with the same formula, charge and spin, eV: 0.417
Multiplicity: 1
SMILES: BrCCBr.BrCCBr.BrCCBr.BrCCBr.BrCCBr
LUMO energy, hartree: 0.00815

Löwdin atomic charge list, values in e, 6 entries: atom 1 (Br): 0.609, atom 2 (Br): 0.656, atom 3 (Br): 0.714, atom 4 (Br): 0.651, atom 5 (Br): 0.623, atom 6 (Br): 0.647

[3]
This record from OMol25 describes C12H9BrF3N2SSe3TeZn as an isolated structure. The level of theory is ωB97M-V/def2-TZVPD.

Geometry (Å):
1 Te 4.39 -0.34 -1.03
2 Br -1.54 1.73 -1.94
3 Se 2.56 -0.51 2.16
4 Se 2.06 0.24 -1.76
5 Se 4.30 0.73 1.23
6 Zn 0.83 -0.29 0.34
7 S -0.72 -1.66 1.80
8 F -4.03 -0.12 4.22
9 F -2.60 -1.73 4.09
10 F -2.32 -0.15 5.54
11 N -0.93 -0.93 -1.44
12 N -0.53 0.91 1.43
13 C -1.44 2.71 2.69
14 C -1.12 -0.04 2.23
15 C -2.08 1.79 3.50
16 C -1.54 -0.14 -2.29
17 C -1.58 -4.32 -2.95
18 C -1.60 -2.82 -2.76
19 C -2.23 -1.96 -3.64
20 C -1.94 0.43 3.29
21 C -2.70 -0.42 4.27
22 C -0.97 -2.24 -1.66
23 C -2.22 -0.59 -3.41
24 C -0.68 2.21 1.66
25 H -0.14 2.86 0.97
26 H -2.73 -2.35 -4.51
27 H -2.03 -4.83 -2.10
28 H -2.69 2.13 4.32
29 H -0.46 -2.85 -0.92
30 H -0.55 -4.69 -3.04
31 H -1.53 3.78 2.84
32 H -2.12 -4.60 -3.85
33 H -2.71 0.10 -4.08

Summary:
Highest occupied orbital energy, eV: -3.85
Charge: -1
E, Eh: -13095.86740
Energy above the lowest of the compared OMol25 structures with the same formula, charge and spin, eV: 0.392
Multiplicity: 1
LUMO energy, hartree: 0.08831

Löwdin atomic charge list, values in e, 6 entries: atom 1 (Te): 0.144, atom 2 (Br): 0.737, atom 3 (Se): -0.128, atom 4 (Se): -0.234, atom 5 (Se): -0.321, atom 6 (Zn): 0.036

[4]
This record from OMol25 describes a 16-piece molecular cluster, H32O16 overall. The level of theory is ωB97M-V/def2-TZVPD.

Geometry (Å):
1 O -1.19 0.47 2.40
2 O 2.18 2.57 -0.35
3 O 0.50 3.08 4.37
4 O -0.94 0.30 -0.57
5 O -1.57 2.65 -2.67
6 O 0.33 -1.36 -1.97
7 O 1.40 -4.80 -3.09
8 O -1.94 3.83 1.44
9 O -4.09 3.39 -1.68
10 O -2.58 -3.38 -0.44
11 O 2.24 -0.84 -4.61
12 O 1.76 -2.82 2.70
13 O 3.10 2.70 -3.54
14 O -3.43 -2.35 1.96
15 O 2.39 0.75 4.31
16 O 1.96 -4.60 0.16
17 H 2.10 -4.85 -2.45
18 H 0.39 3.00 5.38
19 H 2.92 -0.17 -4.52
20 H 1.73 -1.18 -3.83
21 H -3.90 3.99 -2.39
22 H -2.51 3.78 2.22
23 H -3.31 2.93 -1.51
24 H 3.20 2.70 -2.61
25 H 2.61 1.76 4.32
26 H 0.62 -4.61 -2.54
27 H -1.90 1.02 2.00
28 H -4.37 -2.58 1.87
29 H -1.82 2.92 -3.57
30 H 1.64 2.58 0.43
31 H 1.88 -2.68 3.66
32 H 4.02 2.86 -3.83
33 H -0.32 -1.02 -2.55
34 H 0.35 2.11 4.14
35 H -0.55 1.23 -0.50
36 H 2.68 -3.99 0.29
37 H -1.07 -0.35 1.90
38 H -3.15 -1.88 2.73
39 H -0.15 -0.31 -0.76
40 H 0.29 -2.03 -1.32
41 H 1.51 2.60 -1.05
42 H -1.30 1.73 -2.58
43 H 1.35 -2.00 2.34
44 H -2.70 -2.42 -0.39
45 H -2.73 -3.67 0.48
46 H 1.64 -4.71 1.07
47 H -2.45 3.34 0.83
48 H 3.24 0.29 4.37

Summary:
Highest occupied orbital energy, eV: -10.81
Charge: 0
E, Eh: -1222.94529
Energy above the lowest of the compared OMol25 structures with the same formula, charge and spin, eV: 6.898
Multiplicity: 1
LUMO energy, hartree: -0.01063

Löwdin atomic charge list, values in e, 6 entries: atom 1 (O): -0.081, atom 2 (O): -0.038, atom 3 (O): -0.121, atom 4 (O): -0.119, atom 5 (O): -0.056, atom 6 (O): -0.002

[5]
This record from OMol25 describes C31H28N5P2PdS as an isolated structure. The level of theory is ωB97M-V/def2-TZVPD.

Geometry (Å):
1 Pd 1.16 1.02 -1.21
2 S 3.60 1.25 -1.81
3 P 1.01 0.50 1.22
4 P 1.11 -1.52 -0.87
5 N 1.39 3.22 -1.95
6 N 0.81 -1.14 0.78
7 N 2.60 3.79 -2.16
8 N 4.85 3.61 -1.97
9 N -0.98 1.86 -1.81
10 C -3.25 2.26 1.86
11 C 1.41 0.25 3.02
12 C 3.62 2.96 -1.96
13 C -3.09 -1.90 -2.84
14 C 1.27 -5.68 -1.31
15 C -0.76 -1.28 -2.94
16 C 2.00 -0.92 3.51
17 C -0.70 1.16 1.51
18 C -1.75 0.39 2.00
19 C 2.17 0.02 5.72
20 C 1.38 -3.36 -0.58
21 C -2.18 1.32 -1.57
22 C 0.39 3.69 -2.59
23 C -2.20 3.05 1.39
24 C 2.11 -6.07 -0.28
25 C -3.02 0.93 2.16
26 C -0.57 -1.69 -1.62
27 C -3.33 3.20 -2.48
28 C -2.01 -1.39 -3.55
29 C 2.37 -1.04 4.84
30 C 1.59 1.19 5.25
31 C -1.66 -2.21 -0.93
32 C -2.09 3.77 -2.70
33 C -2.92 -2.31 -1.52
34 C -3.38 1.94 -1.89
35 C 2.25 -3.78 0.43
36 C 0.91 -4.34 -1.46
37 C 2.60 -5.11 0.59
38 C -0.93 3.09 -2.35
39 C 1.22 1.31 3.92
40 C -0.94 2.50 1.20
41 H -2.00 4.76 -3.14
42 H 2.66 -3.03 1.10
43 H -4.23 3.72 -2.75
44 H 2.16 -1.74 2.83
45 H -2.17 0.34 -1.10
46 H 0.88 -6.41 -2.01
47 H 0.76 2.23 3.58
48 H -3.82 0.30 2.53
49 H -4.07 -1.97 -3.30
50 H 3.27 -5.40 1.39
51 H -2.15 -1.05 -4.57
52 H -3.75 -2.70 -0.96
53 H -4.32 1.44 -1.68
54 H 0.25 -4.06 -2.27
55 H 0.07 -0.84 -3.48
56 H 0.50 4.51 -3.30
57 H -0.15 3.09 0.76
58 H 5.59 3.04 -1.59
59 H -1.53 -2.55 0.09
60 H 2.82 -1.96 5.19
61 H -2.38 4.09 1.13
62 H 0.28 -1.79 1.36
63 H 4.81 4.56 -1.64
64 H -4.23 2.69 1.99
65 H -1.57 -0.66 2.25
66 H 2.46 -0.08 6.76
67 H 2.38 -7.11 -0.17
68 H 1.43 2.02 5.93

Summary:
Highest occupied orbital energy, eV: -2.53
Charge: -1
E, Eh: -2680.74390
Energy above the lowest of the compared OMol25 structures with the same formula, charge and spin, eV: 0.418
Multiplicity: 1
LUMO energy, hartree: 0.09836

Löwdin atomic charge list, values in e, 6 entries: atom 1 (Pd): 0.069, atom 2 (S): 0.447, atom 3 (P): 0.912, atom 4 (P): 0.893, atom 5 (N): -0.111, atom 6 (N): -0.439

[6]
This record from OMol25 describes a 2-piece molecular cluster, C4H6O overall. The level of theory is ωB97M-V/def2-TZVPD.

Geometry (Å):
1 O -1.61 -1.84 0.38
2 C 0.99 -0.22 0.65
3 C 0.53 0.92 -0.20
4 C -1.77 -0.98 -0.44
5 C 1.84 0.75 0.58
6 H 0.55 0.84 -1.29
7 H -1.36 -1.05 -1.46
8 H -2.39 -0.08 -0.24
9 H 0.66 -1.18 1.00
10 H -0.22 1.63 0.16
11 H 2.79 1.21 0.84

Summary:
Highest occupied orbital energy, eV: -9.65
Charge: 0
E, Eh: -231.11443
Energy above the lowest of the compared OMol25 structures with the same formula, charge and spin, eV: 2.974
Multiplicity: 1
SMILES: C1=CC1.C=O
LUMO energy, hartree: 0.03355

Löwdin atomic charge list, values in e, 6 entries: atom 1 (O): -0.020, atom 2 (C): -0.084, atom 3 (C): -0.195, atom 4 (C): -0.169, atom 5 (C): -0.036, atom 6 (H): 0.075

| no. | molecular weight (g/mol) |
| --- | --- |
| 1 | 742.419 |
| 2 | 939.310 |
| 3 | 780.053 |
| 4 | 288.240 |
| 5 | 671.035 |
| 6 | 70.091 |